# 1
CH6P4 | ωB97M-V/def2-TZVPD

ORCA input file:
```
! RIJCOSX wB97M-V def2-TZVPD def2/J DEFGRID3
* xyz 0 3
P -0.81377 0.20566 0.83697
P -2.20345 -1.10314 -0.21546
P 0.66291 0.55936 -0.72852
P -2.62507 1.01996 -0.08996
C 2.00796 -0.47914 0.00283
H -2.90703 -1.39049 0.96207
H 1.83324 -1.52938 -0.24137
H 2.02244 -0.35250 1.08658
H -2.03950 1.30267 -1.33256
H 2.96448 -0.16953 -0.41419
H 1.09781 1.93654 0.13361
*
```

Results
Relative energy (zero: lowest compared OMol25 entry of this formula, charge and spin): 0.434 eV


# 2
C28H35BCl39N4O5 | ωB97M-V/def2-TZVPD

ORCA input file:
```
! RIJCOSX wB97M-V def2-TZVPD def2/J DEFGRID3
* xyz 1 1
Cl 9.65468 3.41065 -2.47394
Cl -1.56693 -0.67876 5.04242
Cl 8.95848 -0.08699 -0.79518
Cl 3.51393 -0.43752 -5.50260
Cl 2.44963 5.44968 1.88668
Cl 8.29901 1.53465 -10.05451
Cl 6.65187 -7.57540 -3.18021
Cl 3.83146 0.04473 1.21092
Cl 11.38845 1.81998 -0.76394
Cl 5.29564 6.02896 1.72733
Cl -2.78444 -2.35283 2.99868
Cl 5.95683 -0.13880 -10.47530
Cl -3.38203 -2.21297 10.25666
Cl -8.45368 -6.43806 -0.65522
Cl -2.23935 -3.44491 5.64029
Cl -5.38868 -4.29901 9.97390
Cl 9.07342 -6.38953 -2.09056
Cl 0.77298 1.61086 -5.90220
Cl 8.73804 -2.97729 -1.01175
Cl 3.52478 0.47868 -1.64876
Cl -6.86877 -4.06811 -9.47715
Cl -7.31799 -2.60831 -6.13878
Cl -0.24295 -0.80934 -7.15585
Cl -7.65214 -1.01197 -3.72944
Cl -8.62623 -3.53722 -0.52143
Cl 6.08468 -0.40191 -0.57628
Cl 6.88086 -4.68323 -2.95685
Cl 12.51069 3.95820 -2.38642
Cl -4.99873 -4.77494 -7.36324
Cl -11.02465 -5.11874 -0.97605
Cl -5.31064 -2.08994 8.08235
Cl -4.11628 -4.74002 -10.13489
Cl 6.28116 -1.00960 -6.19812
Cl 11.15689 -1.78073 0.07746
Cl -2.09449 1.22423 -6.20818
Cl -6.99256 -3.83858 -3.52422
Cl 4.26699 3.57012 0.57653
Cl 8.58390 -1.35726 -10.19590
Cl 5.43513 -1.07563 -3.41560
O -2.22048 2.32044 4.19114
O -6.31327 2.68455 3.77979
O -3.99859 -1.66820 -0.43217
O -6.05058 0.91029 5.60982
O -4.67807 0.78601 3.56595
N -3.60422 2.62146 2.30390
N -4.37900 1.49645 2.44979
N -5.73150 -0.12664 1.17795
N -4.55851 1.89539 0.20069
C 3.91958 5.27457 0.91171
C 4.32482 -0.49108 -0.40234
C 1.81473 2.87354 7.51930
C 0.20506 2.52290 3.09361
C -3.73814 2.88519 0.89152
C -4.97376 0.97460 1.24190
C 11.10370 3.42224 -1.45731
C -9.45382 -5.06355 -0.16738
C 1.74831 2.68005 3.35793
C -0.33762 3.88270 0.96206
C -0.19469 2.63214 5.71534
C -5.47077 -5.06329 -9.04432
C -6.27665 -0.62633 -0.13895
C 7.53890 -0.02128 -9.69208
C -0.30516 2.37336 1.58387
C -4.34617 -3.15797 9.11399
C -0.54077 0.42558 -5.92505
C -0.79263 2.49603 4.27808
C 2.34755 2.81734 4.79593
C 0.76491 1.55618 0.67895
C -6.77842 -2.36121 -4.47466
C 4.95264 -1.38174 -5.08971
C 7.75503 -6.19406 -3.25355
C 1.33375 2.78788 5.99962
C -5.24217 -1.82347 -0.57678
C -2.84608 3.33231 3.38174
C 9.83808 -1.59390 -1.08756
C -2.70138 -1.99901 4.73193
B -5.73165 1.47815 4.33679
H 10.94409 4.12483 -0.64170
H 2.48858 2.71136 2.49768
H 4.01991 -1.52883 -0.52702
H 3.76076 5.78571 -0.03598
H 2.87674 2.44775 7.64342
H -1.24805 4.07722 0.29862
H -5.75067 -6.10997 -9.14657
H -1.32391 1.84683 1.50266
H 1.06211 0.55260 1.12867
H -0.57864 -0.06211 -4.95283
H -3.68953 -1.68669 5.06552
H -6.35501 0.19308 -0.92602
H 3.47853 2.93153 4.95480
H -3.28266 3.75508 0.32381
H 1.12364 2.18260 8.13866
H -9.61853 -5.12300 0.90673
H 4.70940 -2.43807 -5.18906
H 0.32210 1.40793 -0.37611
H -0.89005 2.62145 6.61593
H -2.12344 4.12864 2.99103
H 1.69185 2.22056 0.56518
H -5.59295 -2.84152 -0.97324
H 10.26717 -1.55154 -2.08700
H 0.58539 4.09894 0.30658
H 8.18363 -6.15081 -4.25297
H -5.71813 -2.11510 -4.49114
H -0.41991 4.61422 1.84971
H -3.59936 3.88931 4.05553
H 7.39316 -0.08835 -8.61595
H -3.66733 -3.72483 8.47952
H -7.01836 0.73098 5.60132
H 1.72633 3.91382 7.98388
H -7.07221 2.37753 3.23197
H -7.30536 -1.16366 0.00178
H -5.98976 -0.69839 1.99871
*
```

Results
Relative energy (zero: lowest compared OMol25 entry of this formula, charge and spin): 0.000 eV


# 3
C4H12N4O | ωB97M-V/def2-TZVPD

ORCA input file:
```
! RIJCOSX wB97M-V def2-TZVPD def2/J DEFGRID3
* xyz 0 1
O -0.81673 1.16154 1.58528
N 0.86879 -0.38432 0.95632
N -0.72112 0.05013 -0.62881
N -1.28805 1.26115 -1.09297
N 1.13882 -1.39415 -1.35864
C 0.89681 -0.24223 -0.80216
C -1.44516 -1.16879 1.64765
C -0.63668 0.01223 1.13284
C 1.61908 1.04577 -1.13758
H 2.68215 0.90433 -0.93335
H 1.46699 0.27047 1.45257
H -2.50326 -0.95074 1.49582
H 1.27409 1.89514 -0.54695
H -1.18931 -2.10216 1.14004
H 1.13626 -1.34953 1.13252
H 1.48159 1.26875 -2.19500
H -2.30136 1.15521 -1.06686
H -1.26624 -1.28656 2.71759
H -1.16075 -0.76785 -1.04773
H -1.07173 1.94451 -0.35815
H 1.83583 -1.32290 -2.09244
*
```

Results
Relative energy (zero: lowest compared OMol25 entry of this formula, charge and spin): 3.555 eV


# 4
C5H9NO2 | ωB97M-V/def2-TZVPD

ORCA input file:
```
! RIJCOSX wB97M-V def2-TZVPD def2/J DEFGRID3
* xyz 0 1
O -2.93633 -0.92954 0.07662
O -2.41510 0.03221 -0.88657
N 2.24639 0.31545 -1.11175
C 1.79892 -0.78803 1.00698
C -0.63846 0.69383 -0.14286
C 1.41676 -0.17937 -0.30403
C -0.33461 -0.48275 -0.80640
C -0.61923 1.77374 0.58346
H -3.88326 -0.86877 -0.10773
H -1.54603 2.31390 0.74718
H 1.82082 0.70797 -1.95375
H 0.27321 2.13464 1.08065
H -0.57002 -1.42023 -0.31250
H 2.88241 -0.77420 1.13618
H 1.46363 -1.82703 1.05182
H 1.32860 -0.25056 1.83274
H -0.28772 -0.45126 -1.89005
*
```

Results
Relative energy (zero: lowest compared OMol25 entry of this formula, charge and spin): 8.481 eV


# 5
C10H10N2 | ωB97M-V/def2-TZVPD

ORCA input file:
```
! RIJCOSX wB97M-V def2-TZVPD def2/J DEFGRID3
* xyz 0 1
N 1.85908 0.41894 0.06719
N 1.51310 -1.72209 -0.43008
C 0.88529 -0.62469 -0.15538
C -2.56131 0.81785 -0.63405
C -3.33637 -0.18292 -0.08068
C 1.47899 1.81952 0.53499
C -1.30962 -1.45559 0.35205
C -0.47628 -0.40618 -0.11396
C -2.71601 -1.28966 0.46682
C 2.90721 -1.49184 -0.37889
C -1.21232 0.69501 -0.64533
C 3.09698 -0.14286 -0.05735
H 0.79699 1.84374 1.09394
H -3.39517 1.77274 -1.01560
H 1.47739 2.40230 -0.25333
H -0.84878 -2.29022 0.71093
H 3.52025 -2.17959 -0.52583
H -4.29519 -0.17132 0.17663
H 4.08223 0.73166 -0.12995
H 2.50347 2.12768 1.20960
H -3.23796 -2.09808 0.88454
H -0.73197 1.42561 -1.07627
*
```

Results
Structure (SMILES): Cn1ccnc1-c1ccccc1
Relative energy (zero: lowest compared OMol25 entry of this formula, charge and spin): 5.771 eV


# 6
C4H15NO3 | ωB97M-V/def2-TZVPD

ORCA input file:
```
! RIJCOSX wB97M-V def2-TZVPD def2/J DEFGRID3
* xyz 0 1
O -1.60537 2.68711 -2.49583
O 4.01440 -0.66849 0.23809
O 2.32975 -0.73419 2.68299
N -0.02207 0.87052 -0.25316
C -1.86921 -0.54555 0.54041
C -0.96850 -1.37812 -0.39542
C -1.38467 0.90839 0.28527
C 0.10625 -0.43358 -0.92723
H 0.65055 0.91553 0.50351
H 0.04989 -0.25256 -2.00855
H -1.88102 3.10206 -1.68192
H -0.49409 -2.13462 0.24206
H 2.13493 -1.00711 1.78075
H -1.34431 1.48606 1.17385
H -1.63329 1.73033 -2.47820
H 1.09066 -0.90770 -0.88719
H 3.57923 -0.73310 -0.61289
H -2.93757 -0.60556 0.35642
H -1.67174 -0.78558 1.57674
H -1.51789 -1.98795 -1.11397
H 1.60687 -1.00036 3.25625
H 3.84937 0.17971 0.65661
H -2.08217 1.29476 -0.43860
*
```

Results
Structure (SMILES): C1CCNC1.O.O.O
Relative energy (zero: lowest compared OMol25 entry of this formula, charge and spin): 1.100 eV


# 7
C4H14O3 | ωB97M-V/def2-TZVPD

ORCA input file:
```
! RIJCOSX wB97M-V def2-TZVPD def2/J DEFGRID3
* xyz 0 1
O 0.71307 -0.32238 -2.92270
O 1.00005 2.61201 -1.50629
O -2.15823 0.72283 3.12471
C 0.29390 -0.21334 0.08791
C 0.77170 0.37330 1.39923
C -0.79423 -2.32396 -0.65134
C -0.25735 -1.62235 0.34104
H -0.52365 0.34531 -0.37004
H -0.34919 -1.99182 1.35682
H 0.06368 0.15655 2.19523
H -2.55342 1.24399 2.42269
H 0.70803 -0.48120 -3.87326
H 1.07303 -0.27584 -0.66823
H -1.45588 0.18283 2.76378
H 0.62151 0.64705 -2.89654
H 1.71020 0.00015 1.80553
H 1.71365 2.72367 -0.86692
H 0.38716 2.06895 -0.99639
H -1.28136 -3.27718 -0.48490
H -0.58870 -2.02907 -1.67334
H 0.90604 1.46049 1.41302
*
```

Results
Structure (SMILES): C=CCC.O.O.O
Relative energy (zero: lowest compared OMol25 entry of this formula, charge and spin): 1.481 eV


# 8
BrH2O2PS | ωB97M-V/def2-TZVPD

ORCA input file:
```
! RIJCOSX wB97M-V def2-TZVPD def2/J DEFGRID3
* xyz 0 1
Br -0.70215 -1.16724 2.29337
S -0.86773 2.34099 -0.48964
P -0.28433 0.55934 -0.14281
O -0.70478 -0.49536 -1.24559
O 1.30958 0.22278 -0.05806
H -0.35433 -1.39626 -1.12501
H 1.60374 -0.06423 0.76774
*
```

Results
Relative energy (zero: lowest compared OMol25 entry of this formula, charge and spin): 1.500 eV